[1]
99
Properties=species:S:1:pos:R:3:mulliken_charge:R:1 method="wB97M-V/def2-TZVPD" homo_energy_ev="-7.39 / -7.39" spin_multiplicity=5 s_squared=6.086 energy_ev=-116002.6169
Cr -0.7382 0.2666 -0.4321 0.142
C -1.6219 3.9661 4.0405 -0.628
C -1.3654 4.7937 2.9604 -0.585
C -1.5420 4.3220 1.6683 -0.230
C -1.9844 3.0219 1.4254 -0.082
C -2.2220 2.2013 2.5325 0.735
C -2.0487 2.6662 3.8235 -0.849
Si -2.1239 2.3358 -0.3357 1.100
C -3.9309 2.2922 -0.8794 0.402
C -4.5101 1.1979 -1.5090 -0.142
C -5.8292 1.2253 -1.9324 -0.710
C -6.6006 2.3547 -1.7228 -0.401
C -6.0425 3.4584 -1.0914 -0.622
C -4.7229 3.4224 -0.6820 -0.369
H -1.4823 4.3313 5.0476 0.387
H -1.0337 5.8094 3.1247 0.396
H -1.3472 4.9805 0.8336 0.428
H -2.5276 1.1676 2.3848 -0.198
H -2.2335 2.0068 4.6587 0.491
H -1.5142 3.4555 -1.1380 -0.397
H -3.9281 0.2886 -1.6560 0.146
H -6.2560 0.3579 -2.4193 0.397
H -7.6327 2.3774 -2.0449 0.378
H -6.6380 4.3455 -0.9214 0.386
H -4.3038 4.2887 -0.1895 0.324
C -4.6958 -1.3147 4.5161 -1.674
C -4.1050 -0.4070 3.4548 0.741
C -4.9782 -0.2472 2.2363 -0.467
O -2.7586 -0.8191 3.1422 -0.326
P -2.2140 -1.9880 2.2111 0.665
S -0.4827 -2.5485 2.8514 -0.683
S -2.2802 -1.3767 0.2428 -0.151
O -3.3932 -3.0599 2.3606 -0.330
C -3.6712 -4.2715 1.6497 0.420
C -2.4053 -4.9757 1.2173 -1.022
C -4.6319 -4.0049 0.5046 -1.381
H -5.5838 -0.8421 4.9349 0.508
H -3.9780 -1.4752 5.3192 0.388
H -4.9767 -2.2800 4.1001 0.187
H -3.9320 0.5884 3.8943 0.229
H -5.1582 -1.1986 1.7426 -0.143
H -4.5349 0.4330 1.5190 -0.067
H -5.9355 0.1665 2.5505 0.539
H -4.1899 -4.8735 2.4125 0.299
H -1.8840 -4.3858 0.4667 -0.053
H -2.6634 -5.9390 0.7801 0.568
H -1.7313 -5.1319 2.0547 0.318
H -4.1607 -3.4278 -0.2864 0.212
H -5.5100 -3.4664 0.8521 0.302
H -4.9577 -4.9595 0.0963 0.527
C 2.8565 -3.8183 2.4694 -1.842
C 2.4168 -4.3664 1.1127 1.712
C 1.1670 -5.2122 1.3509 -1.502
C 3.5106 -5.2555 0.5431 -1.535
Sb 1.8085 -2.5772 -0.0258 0.961
C 1.2919 -3.2263 -2.0813 1.662
C 2.3599 -3.9633 -2.8654 -1.705
C 0.0477 -4.1014 -1.9513 -1.687
C 0.8375 -1.9797 -2.8359 -1.133
C 3.7386 -1.4763 -0.2479 1.813
C 3.7769 -0.6760 -1.5383 -1.508
C 5.0176 -2.2974 -0.1864 -1.934
C 3.7362 -0.4824 0.9145 -1.596
H 3.0481 -4.6488 3.1506 0.499
H 2.0870 -3.1932 2.9201 0.192
H 3.7738 -3.2395 2.4010 0.328
H 1.4151 -6.0196 2.0450 0.551
H 0.7982 -5.6807 0.4393 0.455
H 0.3618 -4.6282 1.7946 -0.281
H 3.5593 -6.1680 1.1402 0.474
H 4.4940 -4.7924 0.5844 0.313
H 3.3207 -5.5537 -0.4856 0.162
H 2.5410 -4.9537 -2.4532 0.344
H 3.3075 -3.4280 -2.8830 0.193
H 2.0398 -4.1012 -3.8984 0.463
H 0.2195 -5.0088 -1.3808 0.399
H -0.2874 -4.4001 -2.9454 0.550
H -0.7662 -3.5526 -1.4784 0.091
H 1.6522 -1.3312 -3.1349 0.346
H 0.1354 -1.4106 -2.2001 -0.343
H 0.2868 -2.2661 -3.7337 0.498
H 3.9448 -1.3147 -2.4035 0.283
H 4.6080 0.0336 -1.4948 0.579
H 2.8689 -0.1022 -1.7074 -0.114
H 5.0435 -3.0851 -0.9397 0.350
H 5.1717 -2.7531 0.7891 0.336
H 5.8710 -1.6399 -0.3685 0.508
H 2.8774 0.1970 0.8632 0.097
H 4.6479 0.1217 0.8897 0.460
H 3.6918 -0.9739 1.8852 0.317
N 1.4115 2.4486 -0.4984 -0.051
C 2.1405 3.2583 -1.3039 -0.370
C 1.9365 2.8331 -2.6001 -0.824
C 1.0513 1.7526 -2.4930 -0.683
N 0.7403 1.5158 -1.2135 0.476
H 1.2720 2.5196 0.5006 0.091
H 2.7292 4.0532 -0.9007 0.521
H 2.3610 3.2458 -3.4893 0.463
H 0.6310 1.1367 -3.2666 0.519

[2]
8
Properties=species:S:1:pos:R:3:mulliken_charge:R:1 method="wB97M-V/def2-TZVPD" smiles="O=C/P=N/P" homo_energy_ev="-9.04 / -9.07" energy_ev=-23196.6142
C 0.1694 -3.4553 -0.4004 0.012
N -0.1476 -0.4356 -0.4838 -0.324
O 0.7153 -4.2969 0.2588 -0.390
P -0.6317 -2.0403 0.5092 0.162
P -0.9142 0.9370 -0.2183 0.029
H 0.0811 -3.5147 -1.4259 0.382
H -1.5829 0.5737 1.0870 0.032
H 0.3012 1.6152 0.2272 0.097

[3]
60
Properties=species:S:1:pos:R:3:mulliken_charge:R:1 method="wB97M-V/def2-TZVPD" homo_energy_ev=-7.85 energy_ev=-110146.5897
Pd 1.0597 -0.2228 -0.7333 0.630
I 4.7912 1.8259 5.2850 0.064
C 3.8526 1.7670 3.4194 -0.391
C 4.6098 1.6097 2.2704 -0.408
C 3.9742 1.5325 1.0423 -0.067
I 5.0810 1.2190 -0.6938 0.084
C 2.5744 1.6014 0.9194 0.344
O 1.9872 1.5221 -0.2485 -1.045
C 1.8326 1.7518 2.1139 0.614
C 0.3353 1.7085 2.0154 -1.103
N -0.1126 0.3646 1.6329 0.306
C 0.3482 -0.6992 2.4979 -1.217
C 1.7205 -1.2193 2.1193 0.860
C 2.5915 -1.7075 3.0836 -0.892
C 3.8039 -2.2484 2.6961 -0.428
C 4.1141 -2.3110 1.3456 -0.776
C 3.2063 -1.8047 0.4395 -0.367
N 2.0457 -1.2553 0.8268 0.506
C 2.4691 1.8418 3.3384 -0.530
H 5.6874 1.5387 2.3247 0.386
H -0.0990 2.0215 2.9753 0.339
H 0.0003 2.3961 1.2362 0.383
H -1.1159 0.3266 1.5234 0.159
H 0.3686 -0.4223 3.5611 0.354
H -0.3464 -1.5392 2.3981 0.446
H 2.3167 -1.6374 4.1275 0.471
H 4.5002 -2.6143 3.4390 0.429
H 5.0461 -2.7266 0.9917 0.460
H 3.4020 -1.8182 -0.6273 0.273
H 1.8771 1.9538 4.2395 0.419
S 3.2132 -1.9016 -3.7479 -0.527
Sb 1.0105 -1.5910 -3.7899 0.763
S 0.0328 -2.0727 -1.5713 -0.658
S 0.3558 0.6443 -2.7584 -0.406
S -0.3991 -2.4085 -5.3183 -0.516
C -2.8122 1.5122 -4.2946 -0.982
C -2.5138 0.0419 -4.1246 0.038
O -2.5406 -0.3716 -2.7356 -0.383
P -1.3983 -0.2093 -1.6469 1.688
O -1.5357 1.2533 -0.9817 -0.227
C -2.6091 1.6948 -0.1212 -0.030
C -3.7828 2.2552 -0.8894 -1.425
O -2.1648 -0.9618 -0.4340 -0.447
C -2.8141 -2.2366 -0.5961 -0.361
C -4.2676 -2.0891 -0.2088 -1.313
H -2.6190 1.7924 -5.3309 0.455
H -2.1660 2.1164 -3.6584 0.151
H -3.8514 1.7484 -4.0690 0.270
H -1.5602 -0.2290 -4.5645 -0.130
H -3.2639 -0.5891 -4.5974 0.407
H -2.1531 2.4657 0.5006 0.316
H -2.9245 0.8689 0.5137 0.237
H -3.4671 3.0577 -1.5540 0.318
H -4.5074 2.6616 -0.1822 0.462
H -4.2738 1.4799 -1.4754 0.228
H -2.2917 -2.9468 0.0468 0.368
H -2.7153 -2.5704 -1.6287 0.398
H -4.3620 -1.7347 0.8181 0.285
H -4.7743 -3.0512 -0.2854 0.458
H -4.7661 -1.3839 -0.8741 0.257

[4]
92
Properties=species:S:1:pos:R:3:mulliken_charge:R:1 method="wB97M-V/def2-TZVPD" homo_energy_ev=1.44 total_charge=-4 energy_ev=-84663.4919
C 10.4529 0.2746 5.0930 -1.115
C 10.2333 0.6028 3.6552 0.641
O 11.0153 0.3630 2.7639 -0.441
N 8.8236 1.0289 3.2286 -0.141
H 8.2898 0.2318 2.9125 0.340
H 8.3149 1.2958 4.0593 0.369
C 8.8961 1.9616 2.0333 -0.771
H 11.5350 0.1749 5.1782 0.313
H 9.9260 -0.6550 5.3080 0.348
H 10.0271 0.9993 5.7869 0.394
H 7.9182 2.2880 1.6794 0.366
H 9.3006 1.3982 1.1925 0.354
H 9.6178 2.7355 2.2949 0.317
C -6.6343 -5.8668 8.4098 -1.057
C -5.6988 -5.5838 7.2043 0.492
O -5.2247 -6.5064 6.5491 -0.420
N -5.3047 -4.1097 6.9485 -0.167
H -5.7094 -3.4706 7.6178 0.405
H -4.3039 -3.9738 6.9535 0.367
C -5.7410 -3.6179 5.5570 -0.782
H -6.1031 -5.5296 9.2999 0.350
H -6.7606 -6.9385 8.5635 0.312
H -7.5754 -5.3289 8.2948 0.336
H -4.9497 -3.7215 4.8145 0.355
H -5.9732 -2.5807 5.7986 0.375
H -6.6778 -4.0895 5.2603 0.310
C 7.0920 8.2343 1.8672 -1.119
C 5.6073 7.8248 1.6891 0.457
O 4.9545 7.2777 2.5122 -0.361
N 4.9682 8.3125 0.3939 -0.136
H 4.3161 9.0663 0.5574 0.350
H 5.7908 8.6722 -0.0688 0.385
C 4.1578 7.2373 -0.3979 -0.751
H 7.1802 9.3206 1.8494 0.405
H 7.6999 7.5469 1.2790 0.373
H 7.1623 7.9417 2.9148 0.333
H 4.1156 7.6430 -1.4087 0.354
H 3.1835 7.2688 0.0898 0.371
H 4.6680 6.2768 -0.3248 0.338
C -1.6806 -0.8152 -1.0816 -1.070
C -1.8989 0.1024 0.1382 0.629
O -2.8285 0.0825 0.8867 -0.459
N -0.7350 1.1025 0.3469 -0.160
H -0.4936 1.6619 -0.4586 0.382
H -1.0788 1.7540 1.0379 0.363
C 0.6001 0.3586 0.7391 -0.775
H -1.3916 -0.2200 -1.9477 0.392
H -2.6158 -1.3277 -1.3073 0.311
H -0.8853 -1.5299 -0.8702 0.354
H 1.4138 1.0350 0.4773 0.348
H 0.6142 -0.5005 0.0684 0.318
H 0.6768 -0.0915 1.7288 0.363
O -3.7615 -4.7211 -4.7192 -0.497
C -3.4320 -4.0454 -5.8517 0.663
O -2.2166 -4.0827 -6.1517 -0.741
O -4.2639 -3.3819 -6.5199 -0.786
H -2.8480 -5.0082 -4.6506 0.360
O -2.2460 5.6200 -2.9989 -0.505
C -1.5252 4.7996 -3.7969 0.641
O -0.5722 4.2132 -3.2878 -0.707
O -1.8463 4.6425 -4.9817 -0.746
H -1.7334 5.5459 -2.1906 0.324
O -0.7540 8.0199 3.2787 -0.496
C -0.9661 6.7064 3.2719 0.670
O -0.7807 5.9637 4.1893 -0.679
O -1.3405 6.2430 2.1463 -0.797
H -0.9402 8.1628 2.3479 0.304
O -0.3591 -3.7734 3.7344 -0.427
C 0.0786 -3.9405 4.8721 0.665
O -0.5004 -3.4904 5.8305 -0.770
O 1.0500 -4.6880 4.9234 -0.771
H -0.0056 -4.5763 3.3445 0.340
O 4.4712 -3.3167 1.8166 -0.381
C 5.7814 -3.2461 2.0928 0.636
O 6.5434 -2.8507 1.2201 -0.750
O 6.1555 -3.6926 3.1974 -0.787
H 4.1959 -3.7929 2.6035 0.297
O 3.3992 2.9513 5.0460 -0.395
C 4.1759 3.1623 6.0787 0.599
O 3.7902 3.9214 7.0123 -0.763
O 5.2327 2.5406 6.2406 -0.749
H 3.0119 3.8264 5.1214 0.318
O 1.7355 -5.5539 -1.9112 -0.453
C 0.8668 -6.3752 -1.3914 0.680
O 0.6803 -6.4230 -0.1795 -0.704
O 0.0729 -6.9382 -2.1885 -0.762
H 2.2772 -5.1846 -1.2099 0.327
O 3.7351 1.9419 -3.4389 -0.420
C 4.7347 2.4827 -4.1515 0.608
O 5.8967 2.0373 -3.9190 -0.804
O 4.5501 3.3744 -4.9691 -0.716
H 2.9937 2.4855 -3.7157 0.332